ORCA calculation (the ωB97M-V functional and the def2-TZVPD basis) on C29H53BeNO6Sb as an isolated structure.

Its orbital gap is 2.74 eV. As for the net charge: -1. The calculation puts the LUMO energy at -1.61 eV.

Geometry (Å):
C 0.82 4.50 1.05
C 2.13 3.78 1.39
C 3.31 4.48 1.18
C 4.56 3.95 1.48
C 4.59 2.66 2.01
C 3.41 1.95 2.22
C 2.14 2.47 1.93
C 0.86 1.74 2.19
Sb 0.46 0.00 0.85
C 1.85 0.72 -0.72
C -0.99 -0.77 2.37
C -1.78 0.32 3.12
C -3.25 -0.14 3.44
C -4.33 0.92 3.07
O -5.50 0.25 2.57
C 2.02 -1.28 1.81
C 3.04 -1.85 0.80
C 3.29 -3.36 1.13
C 2.47 -4.23 0.16
O 2.19 -5.53 0.70
C -1.18 1.06 -0.24
C -1.91 0.13 -1.24
C -2.52 0.92 -2.43
C -3.25 2.18 -2.00
C -4.18 2.21 -0.96
C -4.80 3.41 -0.64
C -4.55 4.59 -1.35
C -3.65 4.57 -2.40
C -3.00 3.37 -2.68
H 1.07 5.48 0.62
H 0.19 3.91 0.38
H 0.33 4.73 2.01
H 3.28 5.50 0.79
H 5.45 4.55 1.32
H 5.55 2.21 2.27
H 3.52 0.96 2.67
H 0.03 2.45 2.09
H 0.85 1.42 3.25
H 0.11 -1.42 -0.19
H 1.62 1.74 -1.07
H 2.92 0.65 -0.45
H 1.70 0.07 -1.59
H -0.41 -1.32 3.13
H -1.65 -1.53 1.91
H -1.30 0.51 4.09
H -1.86 1.27 2.58
H -3.47 -1.07 2.92
H -3.31 -0.32 4.52
H -4.64 1.44 3.98
H -3.95 1.64 2.33
H -5.24 -0.17 1.75
H 2.48 -0.82 2.69
H 1.45 -2.15 2.19
H 2.62 -1.86 -0.22
H 4.00 -1.32 0.80
H 4.35 -3.61 0.96
H 3.04 -3.61 2.17
H 1.50 -3.72 0.01
H 2.98 -4.29 -0.81
H 1.27 -5.71 0.48
H -0.78 1.93 -0.79
H -1.96 1.45 0.43
H -1.24 -0.62 -1.68
H -2.74 -0.39 -0.74
H -3.22 0.28 -2.99
H -1.71 1.20 -3.12
H -4.39 1.29 -0.41
H -5.51 3.42 0.19
H -5.06 5.52 -1.08
H -3.43 5.46 -2.99
H -2.27 3.36 -3.51
O 4.97 -9.96 2.20
C 4.64 -8.91 1.67
N 4.07 -7.91 2.38
C 4.81 -8.65 0.19
H 3.78 -7.03 1.98
H 3.94 -8.05 3.37
H 4.26 -9.40 -0.37
H 5.87 -8.72 -0.05
H 4.45 -7.66 -0.09
Be -2.40 3.90 -5.18
C -4.77 4.74 -7.23
O -3.93 5.29 -6.30
H -5.45 5.46 -7.71
H -4.29 4.25 -8.10
H -5.46 3.96 -6.87
O 0.12 -6.46 -1.40
H 0.71 -7.12 -1.78
H 0.04 -5.79 -2.09
O 0.25 2.85 -7.33
H -0.05 3.70 -6.98